The following is a DFT calculation (ωB97M-V with the def2-TZVPD basis set) of 4 unconnected molecules or ions with the total composition C24H25BrClNO13.

Last column: Löwdin charge in e.
Cartesian coordinates (Å):
O -5.44 0.24 -7.13  0.10
C -4.46 -0.33 -6.69  -0.31
C -3.97 -1.61 -7.13  0.07
C -2.88 -2.13 -6.55  -0.23
O -2.34 -3.30 -6.87  0.12
C -2.14 -1.41 -5.43  -0.31
O -1.17 -1.99 -4.96  0.10
C -2.62 -0.12 -5.00  0.07
C -3.71 0.39 -5.58  -0.23
O -4.24 1.56 -5.26  0.12
H -4.50 -2.12 -7.93  0.14
H -1.57 -3.41 -6.28  0.12
H -2.08 0.38 -4.20  0.12
H -5.02 1.67 -5.84  0.12
O -4.97 -1.55 0.82  0.09
C -4.50 -2.28 1.67  -0.31
C -3.68 -3.44 1.41  0.07
C -3.23 -4.16 2.45  -0.23
O -2.47 -5.23 2.33  0.12
C -3.54 -3.79 3.89  -0.31
O -3.08 -4.52 4.74  0.11
C -4.35 -2.63 4.15  0.07
C -4.81 -1.91 3.11  -0.23
O -5.56 -0.83 3.23  0.12
H -3.47 -3.70 0.38  0.13
H -2.30 -5.54 3.24  0.12
H -4.57 -2.37 5.18  0.14
H -5.74 -0.52 2.32  0.12
O 6.35 2.50 1.05  0.08
C 6.51 2.12 2.20  -0.30
C 5.44 1.77 3.10  0.08
C 5.75 1.37 4.34  -0.23
O 4.85 1.02 5.25  0.12
C 7.18 1.27 4.83  -0.31
O 7.34 0.90 5.98  0.10
C 8.25 1.61 3.92  0.07
C 7.94 2.02 2.68  -0.23
O 8.84 2.36 1.77  0.12
H 4.42 1.85 2.74  0.13
H 5.37 0.78 6.05  0.12
H 9.27 1.53 4.27  0.14
H 8.32 2.61 0.97  0.12
C -2.61 -0.14 -1.19  -0.12
C -1.32 0.62 -0.88  -0.71
Cl -1.47 2.31 -1.48  0.62
C -1.01 0.60 0.62  -0.20
C 0.13 1.45 1.17  -0.23
O 1.43 0.89 1.03  -0.14
C 2.10 1.06 -0.20  -0.21
C 2.43 2.50 -0.55  -0.30
N 3.18 3.13 0.55  -0.46
Br 2.48 4.80 1.06  0.62
H -3.32 -0.05 -0.36  0.06
H -2.39 -1.19 -1.36  0.09
H -3.07 0.27 -2.09  0.05
H -0.51 0.17 -1.45  0.08
H -0.82 -0.44 0.89  0.13
H -1.92 0.91 1.14  0.12
H -0.01 1.54 2.24  0.13
H 0.09 2.46 0.76  0.08
H 1.53 0.62 -1.03  0.11
H 3.02 0.48 -0.11  0.12
H 3.01 2.52 -1.48  0.12
H 1.51 3.06 -0.75  0.06
H 4.12 3.36 0.23  0.01

Output
Kohn-Sham gap in eV: 7.497
Lowest unoccupied orbital energy in eV: -1.613
Spin multiplicity: 1
DFT total energy in Ha: -4996.56785
Structure (SMILES): O=C1C=C(O)C(=O)C=C1O.O=C1C=C(O)C(=O)C=C1O.O=C1C=C(O)C(=O)C=C1O.C[C@@H](Cl)CCOCCNBr

=====

The following is a DFT calculation (ωB97M-V with the def2-TZVPD basis set) of 2 unconnected molecules or ions with the total composition C3H12N2O in a non-equilibrium geometry.

Last column: Löwdin charge in e.
Cartesian coordinates (Å):
N -0.79 2.55 0.17  -0.01
C -0.93 1.15 -0.15  -0.33
C 0.40 0.41 -0.08  -0.20
C 0.54 -0.60 -1.20  -0.31
N 0.64 0.06 -2.50  -0.01
H -0.48 2.71 1.12  0.07
H -1.61 3.07 -0.08  0.06
H -1.75 0.60 0.34  0.11
H -1.37 1.17 -1.15  0.10
H 0.48 -0.12 0.88  0.10
H 1.13 1.20 -0.13  0.10
H 1.26 -1.41 -1.06  0.10
H -0.40 -1.12 -1.22  0.09
H 0.81 -0.56 -3.27  0.06
H 1.31 0.81 -2.51  0.07
O -0.06 -3.41 3.87  -0.06
H 0.89 -3.40 4.03  0.03
H -0.08 -3.11 2.95  0.03

Output
Kohn-Sham gap in eV: 9.594
Lowest unoccupied orbital energy in eV: 0.624
Spin multiplicity: 1
DFT total energy in Ha: -306.22225
Structure (SMILES): NCCCN.O

=====

The following is a DFT calculation (ωB97M-V with the def2-TZVPD basis set) of a single C5H7P molecule in a non-equilibrium geometry.

Last column: Löwdin charge in e.
Cartesian coordinates (Å):
C -0.40 2.88 -1.40  -0.28
P -1.42 1.68 -0.92  0.80
C -1.11 0.01 -1.31  -0.40
C -0.40 -0.77 -0.44  -0.26
C 0.20 -0.35 0.74  -0.18
C 1.17 -1.24 1.42  -0.12
H -0.61 3.91 -1.14  -0.08
H -1.81 -0.58 -1.93  0.06
H -0.34 -1.89 -0.54  0.13
H 0.16 0.73 1.03  0.08
H 0.95 -1.88 2.22  0.05
H 2.00 -0.62 1.74  0.07
H 1.61 -1.88 0.53  0.11

Output
Kohn-Sham gap (spin up / spin down) in eV: 6.894 / 7.522
Lowest unoccupied orbital energy (spin up / spin down) in eV: -0.923 / -0.770
Spin multiplicity: 1
DFT total energy in Ha: -535.86174
Structure (SMILES): C#P=C/C=C/C

=====

The following is a DFT calculation (ωB97M-V with the def2-TZVPD basis set) of a molecular structure, C33H75Cl2N9O7P2PbSSb in a non-equilibrium geometry.

Last column: Löwdin charge in e.
Cartesian coordinates (Å):
Pb -0.23 0.29 -0.04  1.51
C 0.45 -0.71 -6.16  -0.08
N 0.41 -1.03 -4.74  -0.30
C 0.68 -2.42 -4.43  -0.09
P -0.58 -0.16 -3.73  0.52
O -0.41 -0.63 -2.33  -0.43
O -0.05 1.35 -3.97  -0.26
P 0.70 2.38 -2.96  0.54
O 0.32 2.14 -1.55  -0.39
N 0.16 3.83 -3.50  -0.30
C 0.13 4.19 -4.90  -0.08
C -0.09 4.91 -2.58  -0.08
N 2.34 2.17 -3.21  -0.28
C 2.81 0.80 -3.22  -0.10
C 3.07 3.01 -4.15  -0.08
N -2.19 0.03 -4.14  -0.29
C -2.57 0.76 -5.34  -0.09
C -2.99 -1.17 -3.93  -0.12
H -0.24 -1.33 -6.74  0.10
H 1.46 -0.90 -6.54  0.10
H 0.20 0.34 -6.31  0.07
H 0.04 -3.09 -5.00  0.08
H 0.51 -2.58 -3.37  0.06
H 1.72 -2.64 -4.68  0.10
H 0.43 3.33 -5.50  0.08
H 0.81 5.02 -5.12  0.10
H -0.88 4.48 -5.19  0.10
H -0.03 4.52 -1.56  0.05
H -1.09 5.32 -2.75  0.10
H 0.63 5.72 -2.70  0.10
H 2.21 0.21 -2.54  0.06
H 3.86 0.79 -2.90  0.09
H 2.75 0.35 -4.22  0.09
H 2.73 4.04 -4.06  0.08
H 2.96 2.69 -5.19  0.10
H 4.12 2.97 -3.90  0.10
H -1.92 1.62 -5.47  0.07
H -3.59 1.11 -5.21  0.10
H -2.53 0.13 -6.24  0.10
H -2.69 -1.63 -2.99  0.00
H -2.87 -1.90 -4.73  0.09
H -4.04 -0.89 -3.89  0.09
C 4.63 0.01 0.11  0.02
C 3.14 -0.14 0.20  -0.28
N 2.28 0.80 0.24  -0.07
O 2.62 2.11 0.24  -0.01
C 2.60 -1.50 0.25  -0.29
C 3.44 -2.65 -0.19  0.02
N 1.41 -1.62 0.72  -0.10
O 0.93 -2.90 0.81  -0.06
H 4.99 1.02 0.26  0.09
H 4.96 -0.33 -0.87  0.10
H 5.10 -0.64 0.84  0.11
H 3.58 2.23 0.08  0.11
H 4.27 -2.84 0.49  0.11
H 3.87 -2.46 -1.17  0.10
H 2.82 -3.55 -0.24  0.09
C -0.21 5.65 1.52  0.01
N -0.09 4.24 1.83  -0.06
C 1.00 3.73 2.62  0.00
C 0.70 2.24 2.58  -0.51
O 1.35 1.40 3.21  -0.15
N -0.36 2.02 1.81  0.07
C -0.82 3.23 1.38  -0.39
N -1.93 3.32 0.69  0.25
H 0.06 6.24 2.40  0.11
H -1.23 5.89 1.25  0.10
H 0.46 5.91 0.70  0.10
H 1.01 4.12 3.64  0.16
H 1.97 3.94 2.16  0.15
H -2.36 2.43 0.40  0.05
H -2.24 4.20 0.31  0.12
C -0.83 -0.21 6.88  -0.10
C -0.81 0.56 5.57  -0.67
C -2.22 0.65 4.99  -0.13
C -0.24 1.95 5.77  -0.10
Sb 0.41 -0.55 3.94  1.70
C 2.44 -1.19 4.79  -0.69
C 2.41 -1.31 6.30  -0.11
C 2.70 -2.55 4.15  -0.13
C 3.50 -0.20 4.36  -0.11
C -1.62 -3.48 3.12  -0.43
C -2.60 -2.54 2.47  -0.09
C -0.91 -4.36 2.41  0.02
C -1.51 -3.46 4.61  -0.06
H -1.59 0.21 7.53  0.10
H 0.12 -0.13 7.40  0.07
H -1.06 -1.26 6.73  0.07
H -2.84 1.27 5.64  0.10
H -2.69 -0.33 4.94  0.06
H -2.21 1.10 3.99  0.06
H -0.78 2.45 6.58  0.11
H -0.37 2.56 4.88  0.06
H 0.81 1.92 6.04  0.09
H 1.65 -2.02 6.64  0.08
H 2.23 -0.34 6.77  0.07
H 3.37 -1.67 6.66  0.10
H 1.98 -3.30 4.49  0.07
H 3.69 -2.90 4.42  0.10
H 2.65 -2.49 3.06  0.05
H 3.34 0.78 4.81  0.08
H 3.53 -0.09 3.28  0.06
H 4.48 -0.56 4.70  0.10
H -2.21 -2.13 1.54  0.01
H -2.85 -1.73 3.14  0.05
H -3.51 -3.08 2.23  0.09
H 0.15 -2.91 1.41  0.04
H -1.03 -4.47 1.35  0.05
H -0.24 -5.05 2.89  0.09
H -1.85 -2.52 5.03  0.04
H -0.49 -3.66 4.93  0.07
H -2.13 -4.25 5.03  0.11
O -2.69 0.78 0.21  -0.76
S -4.03 0.08 0.00  0.99
C -4.78 0.98 -1.41  -0.29
C -5.42 2.23 -0.83  -0.22
C -6.13 1.77 0.43  -0.21
C -5.13 0.94 1.22  -0.27
H -5.54 0.32 -1.82  0.11
H -4.00 1.16 -2.14  0.09
H -6.11 2.70 -1.53  0.13
H -4.64 2.96 -0.57  0.10
H -7.00 1.16 0.16  0.13
H -6.49 2.61 1.03  0.13
H -5.61 0.19 1.84  0.10
H -4.47 1.56 1.84  0.09
Cl -2.77 -3.15 -0.89  0.57
C -2.47 -4.75 -1.55  -0.95
Cl -2.07 -4.66 -3.27  0.57
H -3.38 -5.35 -1.42  0.05
H -1.63 -5.18 -1.01  0.03

Output
Kohn-Sham gap in eV: 7.978
Total charge: +3
Lowest unoccupied orbital energy in eV: -7.132
Spin multiplicity: 1
DFT total energy in Ha: -4755.57587

=====

The following is a DFT calculation (ωB97M-V with the def2-TZVPD basis set) of a molecular structure, C20H27IrNO in a non-equilibrium geometry.

Last column: Löwdin charge in e.
Cartesian coordinates (Å):
C 0.95 -1.33 -1.91  -0.26
C -0.47 -1.20 -2.13  -0.27
C -1.15 -1.73 -0.97  -0.25
C -0.17 -2.21 -0.06  -0.23
C 1.14 -1.94 -0.60  -0.26
Ir 0.17 0.03 -0.43  1.21
C -1.57 1.46 -0.95  -0.23
C -0.30 1.67 -1.46  -0.54
C 0.45 2.50 -2.22  -0.07
N 1.39 0.86 0.56  -0.27
H -2.23 -1.77 -0.83  0.09
H -0.94 -0.77 -3.00  0.10
H -0.38 -2.74 0.86  0.07
H 2.08 -2.13 -0.11  0.09
H 1.74 -0.98 -2.56  0.09
H -2.36 1.00 -1.55  0.02
H 2.27 1.40 0.51  -0.04
H -1.91 2.06 -0.11  0.01
H 0.01 3.33 -2.79  0.02
H 1.52 2.34 -2.24  0.02
C 1.41 2.54 3.14  -0.08
C -0.10 2.50 3.38  -0.37
C -0.81 2.76 2.06  -0.09
C -0.52 1.24 4.14  -0.08
C -0.90 1.32 5.47  -0.05
C -1.17 0.18 6.22  -0.07
C -1.05 -1.09 5.65  -0.06
C -0.67 -1.26 4.34  -0.10
C -0.46 -2.65 3.75  -0.38
C 0.69 -3.34 4.48  -0.07
C -1.71 -3.52 3.86  -0.07
C -0.53 -0.07 3.49  -0.25
O -0.50 -0.21 2.23  0.01
H 1.71 1.76 2.42  0.03
H 1.95 2.37 4.08  0.07
H 1.70 3.51 2.73  0.08
H -0.37 3.33 4.05  0.12
H -0.51 2.02 1.31  0.00
H -1.90 2.72 2.16  0.08
H -0.53 3.75 1.68  0.09
H -0.99 2.31 5.93  0.11
H -1.47 0.27 7.26  0.10
H -1.24 -1.99 6.25  0.11
H -0.20 -2.51 2.70  0.10
H 0.45 -3.43 5.55  0.07
H 0.87 -4.35 4.09  0.08
H 1.62 -2.77 4.39  0.09
H -2.54 -3.09 3.29  0.09
H -1.51 -4.53 3.49  0.08
H -2.03 -3.60 4.91  0.07

Output
Kohn-Sham gap (spin up / spin down) in eV: 2.638 / 4.565
Total charge: -1
Lowest unoccupied orbital energy (spin up / spin down) in eV: 2.727 / 1.057
Spin multiplicity: 5
DFT total energy in Ha: -1012.35637

=====

DFT total energy of number 3 (C5H7P)? -535.86174 Ha